1.
Below is a structure of composition C19H12AsI2IrN3OS4Se2, with properties calculated with wB97M-V/def2-TZVPD.

Element x y z (Å)
Ir (0.198, 0.012, -0.037)
Se (-3.235, 1.042, 0.984)
Se (-1.208, 2.924, 1.100)
C (-0.687, 1.665, 2.386)
C (-0.814, 1.942, 3.739)
C (-0.474, 0.978, 4.668)
C (-0.024, -0.246, 4.212)
C (0.086, -0.450, 2.854)
N (-0.225, 0.490, 1.944)
C (-2.866, 1.115, -0.861)
C (-3.880, 1.489, -1.742)
C (-3.610, 1.655, -3.082)
C (-2.313, 1.480, -3.522)
C (-1.354, 1.110, -2.604)
N (-1.600, 0.887, -1.296)
H (-1.197, 2.908, 4.032)
H (-0.567, 1.177, 5.728)
H (0.259, -1.039, 4.890)
H (0.452, -1.383, 2.462)
H (-4.868, 1.668, -1.342)
H (-4.391, 1.954, -3.770)
H (-2.035, 1.634, -4.555)
H (-0.337, 0.993, -2.922)
I (-2.890, -4.231, 0.128)
C (-1.492, -3.621, -1.286)
C (-1.228, -4.412, -2.413)
C (-0.276, -4.040, -3.325)
I (0.072, -5.298, -4.962)
C (0.472, -2.852, -3.145)
C (1.545, -2.416, -3.961)
C (2.232, -1.285, -3.638)
C (1.840, -0.521, -2.526)
N (0.826, -0.880, -1.774)
C (0.161, -2.052, -2.031)
C (-0.823, -2.425, -1.052)
O (-1.015, -1.677, -0.009)
H (-1.773, -5.336, -2.548)
H (1.829, -3.004, -4.825)
H (3.081, -0.955, -4.220)
H (2.369, 0.384, -2.244)
S (3.201, 1.599, 2.924)
As (3.088, 0.952, 0.933)
S (2.212, -1.062, 0.731)
S (1.403, 1.997, -0.119)
S (4.763, 1.253, -0.302)

Calculated values
HOMO-LUMO gap (alpha / beta): 0.1816 / 0.1702 hartree
Net charge: -1
Highest occupied orbital energy (alpha / beta): -4.3 / -4.2 eV

---

2.
Below is a structure of composition C19H12Cl3CuI2N3O3Se, with properties calculated with wB97M-V/def2-TZVPD.

Element x y z (Å)
Cu (1.988, -0.016, -1.419)
I (-1.913, -3.369, -1.581)
C (-0.945, -2.449, 0.012)
C (-1.400, -2.681, 1.323)
C (-0.776, -2.131, 2.409)
I (-1.595, -2.435, 4.303)
C (0.385, -1.336, 2.230)
C (1.156, -0.739, 3.254)
C (2.263, 0.004, 2.943)
C (2.619, 0.180, 1.594)
N (1.909, -0.351, 0.628)
C (0.817, -1.105, 0.910)
C (0.137, -1.624, -0.247)
O (0.560, -1.298, -1.431)
H (-2.277, -3.298, 1.463)
H (0.866, -0.883, 4.286)
H (2.867, 0.456, 3.717)
H (3.485, 0.758, 1.293)
Cl (6.417, 2.931, -3.006)
C (5.602, 2.046, -1.727)
Cl (6.653, 0.748, -1.143)
Cl (5.235, 3.157, -0.374)
C (4.217, 1.493, -2.203)
O (3.699, 1.959, -3.190)
O (3.765, 0.603, -1.398)
C (-2.088, 0.306, -3.258)
N (-1.811, 0.727, -1.896)
C (-0.697, 1.346, -1.481)
Se (0.804, 1.851, -2.481)
N (-0.793, 1.496, -0.144)
C (-1.964, 0.924, 0.328)
C (-2.482, 0.765, 1.604)
C (-3.688, 0.094, 1.704)
C (-4.350, -0.395, 0.573)
C (-3.831, -0.232, -0.701)
C (-2.620, 0.436, -0.798)
H (-1.315, 0.714, -3.902)
H (-3.063, 0.684, -3.562)
H (-2.071, -0.781, -3.310)
H (-0.061, 1.932, 0.393)
H (-1.962, 1.130, 2.480)
H (-4.123, -0.067, 2.682)
H (-5.287, -0.922, 0.697)
H (-4.332, -0.628, -1.572)

Calculated values
HOMO-LUMO gap (alpha / beta): 0.2757 / 0.2514 hartree
Multiplicity: 2
Highest occupied orbital energy (alpha / beta): -8.1 / -8.1 eV

---

3.
Below is a structure of composition C29H25F3N4O2ReS4Sb, with properties calculated with wB97M-V/def2-TZVPD.

Element x y z (Å)
Re (0.442, -0.783, -0.043)
C (-3.060, -0.258, -1.352)
C (-3.128, 0.368, 0.013)
C (-4.037, 1.391, 0.265)
C (-4.170, 1.929, 1.534)
C (-3.409, 1.433, 2.581)
C (-2.477, 0.425, 2.370)
C (-1.675, -0.113, 3.523)
C (-2.326, -0.066, 1.070)
N (-1.314, -1.083, 0.850)
C (-1.733, -2.370, 1.231)
O (-2.825, -2.651, 1.633)
C (-0.610, -3.354, 1.144)
C (-0.634, -4.653, 1.618)
C (0.560, -5.362, 1.651)
C (1.747, -4.737, 1.270)
C (1.677, -3.443, 0.803)
N (0.508, -2.801, 0.697)
C (2.823, -2.540, 0.473)
O (3.987, -2.801, 0.453)
N (2.274, -1.267, 0.247)
C (2.794, -0.188, -0.485)
C (2.956, 1.055, 0.197)
C (2.867, 1.153, 1.691)
C (3.307, 2.161, -0.558)
C (3.560, 2.029, -1.915)
C (3.534, 0.783, -2.545)
C (3.193, -0.355, -1.849)
C (3.333, -1.708, -2.473)
H (-3.998, -0.100, -1.881)
H (-2.887, -1.334, -1.297)
H (-2.269, 0.176, -1.970)
H (-4.671, 1.743, -0.540)
H (-4.892, 2.715, 1.715)
H (-3.544, 1.828, 3.580)
H (-1.652, 0.601, 4.345)
H (-0.641, -0.344, 3.252)
H (-2.119, -1.036, 3.902)
H (-1.568, -5.068, 1.972)
H (0.577, -6.381, 2.012)
H (2.709, -5.225, 1.349)
H (3.031, 0.194, 2.177)
H (1.913, 1.557, 2.031)
H (3.631, 1.845, 2.043)
H (3.431, 3.122, -0.075)
H (3.843, 2.902, -2.489)
H (3.822, 0.705, -3.585)
H (3.407, -1.617, -3.555)
H (2.508, -2.384, -2.244)
H (4.249, -2.178, -2.108)
S (-1.689, -3.687, -3.878)
Sb (-0.346, -2.365, -5.328)
S (0.051, -1.624, -1.985)
S (0.238, -0.524, -3.707)
S (0.353, -4.261, -4.075)
F (-2.757, 5.323, 0.236)
C (-1.531, 5.322, -0.299)
F (-1.608, 5.812, -1.536)
F (-0.754, 6.126, 0.432)
C (-0.974, 3.911, -0.293)
C (-0.795, 3.264, 0.920)
C (-0.342, 1.967, 0.908)
N (-0.070, 1.298, -0.232)
C (-0.208, 1.952, -1.396)
C (-0.654, 3.256, -1.468)
H (-1.022, 3.749, 1.859)
H (-0.214, 1.425, 1.834)
H (0.041, 1.406, -2.292)
H (-0.765, 3.735, -2.430)

Calculated values
HOMO-LUMO gap: 0.2081 hartree
Net charge: +2
Highest occupied orbital energy: -13.7 eV